No. 1
{"formula": "C51H138N6O33S9", "method": "the ωB97M-V functional and the def2-TZVPD basis", "symbols": ["S", "S", "S", "S", "S", "S", "S", "S", "S", "O", "O", "O", "O", "O", "O", "O", "O", "O", "O", "O", "O", "O", "O", "O", "O", "O", "O", "O", "O", "O", "O", "O", "O", "O", "O", "O", "O", "O", "O", "O", "O", "O", "N", "N", "N", "N", "N", "N", "C", "C", "C", "C", "C", "C", "C", "C", "C", "C", "C", "C", "C", "C", "C", "C", "C", "C", "C", "C", "C", "C", "C", "C", "C", "C", "C", "C", "C", "C", "C", "C", "C", "C", "C", "C", "C", "C", "C", "C", "C", "C", "C", "C", "C", "C", "C", "C", "C", "C", "C", "H", "H", "H", "H", "H", "H", "H", "H", "H", "H", "H", "H", "H", "H", "H", "H", "H", "H", "H", "H", "H", "H", "H", "H", "H", "H", "H", "H", "H", "H", "H", "H", "H", "H", "H", "H", "H", "H", "H", "H", "H", "H", "H", "H", "H", "H", "H", "H", "H", "H", "H", "H", "H", "H", "H", "H", "H", "H", "H", "H", "H", "H", "H", "H", "H", "H", "H", "H", "H", "H", "H", "H", "H", "H", "H", "H", "H", "H", "H", "H", "H", "H", "H", "H", "H", "H", "H", "H", "H", "H", "H", "H", "H", "H", "H", "H", "H", "H", "H", "H", "H", "H", "H", "H", "H", "H", "H", "H", "H", "H", "H", "H", "H", "H", "H", "H", "H", "H", "H", "H", "H", "H", "H", "H", "H", "H", "H", "H", "H", "H", "H", "H", "H", "H", "H", "H", "H", "H"], "coordinates": [[-0.26556, 0.58846, -1.27463], [-0.43382, 6.66097, 0.74179], [1.44293, -1.80832, 5.24413], [6.02597, 1.12264, 4.29445], [-0.59422, -5.82747, -3.02933], [1.08426, -1.63617, -5.40837], [2.50761, 3.84836, 4.27710], [4.75979, -1.81708, -2.59686], [4.32051, 3.35844, -0.44344], [-4.03006, -4.48681, 0.47023], [1.09787, 4.48056, 4.66442], [-0.09039, 7.25861, 1.97925], [3.53368, 3.10811, -1.86667], [-0.14023, -1.48841, -6.17957], [2.90914, -2.13430, 4.57022], [-4.27754, 2.18328, 4.73418], [-5.24829, 1.83085, 0.13719], [-0.96477, -4.60402, -2.29036], [-5.88635, -1.32721, -3.43075], [-1.83820, 6.66869, 0.39380], [3.12669, 4.80304, 3.37484], [5.40101, 2.41022, -0.41349], [0.87338, 0.42076, -0.11526], [5.37173, 1.07051, 2.89784], [1.43303, -2.56341, 6.47437], [5.00130, 1.58790, 5.14620], [5.25527, -1.29079, -4.02391], [4.56377, 4.69450, -0.12981], [-0.58464, -7.07399, -2.24407], [1.73832, -2.93734, -6.06052], [1.98405, -0.51697, -5.24225], [-1.13259, 1.65143, -0.93590], [5.88291, -1.81676, -1.68080], [4.02366, -2.99102, -2.87788], [0.24336, 5.21013, 0.63894], [0.82573, -5.58738, -3.56358], [2.25173, 2.41790, 3.96323], [6.71703, -0.13388, 4.57739], [0.53007, -2.09685, 4.21523], [0.49907, 0.72553, -2.48774], [2.78769, -5.88207, -0.01193], [-4.04245, 5.29374, -2.61449], [-0.91796, 3.67225, -3.26234], [-2.75568, -1.14795, 5.26434], [1.52775, -3.36830, -0.68939], [-2.48779, -0.48956, -4.22980], [-2.25613, -2.78527, 1.84954], [-8.05431, 1.31594, -2.19336], [0.56832, 7.47341, -0.48119], [-3.16724, 3.54712, -4.36142], [0.62079, -0.25061, 1.16579], [-2.67538, 5.07093, -2.41807], [-0.40045, 0.43109, 2.04210], [5.25239, 0.98988, -4.74552], [4.04219, -2.56888, 5.43211], [3.60183, -3.42281, -7.44230], [0.67510, -2.24017, -3.75744], [6.06165, -0.09849, -4.04919], [1.10768, -4.24321, 1.60272], [1.71580, -6.73358, -3.56391], [3.30580, -4.68528, 0.55995], [2.15615, -3.70870, 0.66744], [3.83039, -6.84913, -0.06412], [-3.73667, -1.14343, -4.59022], [0.69116, 6.17403, 6.30901], [-3.74619, -2.79123, 2.03380], [-4.60603, 5.89867, -1.45658], [-5.86243, 1.27754, -0.99505], [-3.46766, -2.49895, -5.18705], [2.57687, 5.17179, -2.94961], [1.10517, 5.92924, 4.88988], [1.44061, -0.08603, 5.58167], [-8.07281, 0.75288, 0.09228], [3.60242, -0.54820, -2.03009], [3.10760, -6.33701, -3.69894], [-4.32581, -1.59895, 1.25499], [-6.49278, -2.28628, -2.59657], [-1.15192, 3.91686, 2.26195], [-3.83986, 1.95136, 0.02965], [-1.49372, -5.89933, -4.57069], [5.91689, 0.09318, 1.91362], [4.83013, -3.73887, 4.73086], [-4.35253, -4.11239, 1.78915], [-4.16496, -5.90434, 0.27710], [-3.68677, 0.95459, 4.39327], [-1.13355, -0.89607, -1.24875], [-4.81646, 2.96664, 3.72253], [2.29721, 3.95316, -2.15609], [3.14319, -3.29335, -5.98808], [-2.13001, 4.37483, -3.64411], [3.34185, 3.98163, 5.86057], [-2.45928, 0.92977, 6.75457], [-3.32654, 0.09942, 5.71024], [4.74698, -0.86043, 1.54100], [-4.51016, -1.13219, -3.27964], [7.25449, 2.33606, 4.12377], [3.12018, 2.75074, 0.67389], [-7.36513, 1.61848, -0.93770], [-0.53443, 3.98918, 0.84657], [-5.25841, 2.31709, 2.94816], [0.42578, 0.07330, 5.96233], [-3.28835, 1.09622, -0.33108], [0.43964, 6.44608, 4.16129], [-1.71856, -0.94296, -0.34040], [3.46017, -5.59994, -2.92167], [-3.62790, 2.18702, 1.08716], [-3.73145, -0.69979, 1.49381], [-1.69401, -0.79795, -4.74500], [1.40523, -4.24516, 2.65393], [2.29720, 3.46645, 0.75220], [3.70337, -4.95278, 1.54234], [4.50631, -4.03920, -7.45892], [2.78120, 3.31508, 6.51032], [4.37465, 1.11972, -4.12542], [3.27504, -5.99933, -4.71508], [-2.47681, 0.55151, 7.79145], [-4.17932, -1.71996, 0.18509], [-8.09872, 0.30930, -2.28220], [-7.58793, -2.03718, -2.56011], [0.12537, 3.13344, 0.65848], [-0.17507, 1.48683, 2.12338], [6.80993, -0.29368, 2.44824], [5.17899, 0.75736, -5.81464], [0.90807, -5.30758, 1.28964], [-1.40201, -4.94526, -5.01610], [-0.38623, -1.69822, -1.32772], [5.43543, -4.10884, 5.52802], [-1.13261, 2.93760, -2.62896], [1.60452, -0.37762, 1.62415], [-0.41127, 6.20146, 6.48544], [-3.11185, -2.49581, -6.21423], [0.64315, -1.34449, -3.08668], [-3.85532, -4.82517, 2.49161], [-1.67994, 2.95889, 2.34016], [4.76275, -1.67505, 5.53838], [1.80773, 4.09216, -1.13686], [-1.30809, 0.28055, 1.53783], [-2.76102, -3.18030, -4.71940], [7.72473, 2.47089, 5.13585], [1.41310, -2.95559, -3.40271], [1.09158, 7.15706, 6.54276], [-2.87066, 1.90271, 6.83506], [3.92786, -2.42606, -7.80690], [3.15307, 5.90726, -2.36498], [3.64815, -2.92747, 6.34916], [1.50085, -7.41659, -4.35811], [-9.13236, 1.00338, 0.06060], [5.39564, -3.48701, 3.83061], [-1.02558, -6.71330, -5.12871], [-2.49285, 0.48470, -4.33944], [-5.62630, 6.07692, -1.78346], [-4.12084, 6.80417, -1.14998], [3.51748, 4.99907, 6.10493], [-7.75811, 0.75588, 1.16690], [-6.36043, -3.28033, -3.00639], [-7.50334, 1.58995, -3.01206], [-2.48735, -6.22772, -4.19441], [-5.76028, 0.22112, -1.07181], [-3.35757, -6.43858, 0.78553], [4.16034, -7.33798, 0.84232], [3.11696, 4.80683, -3.81399], [-1.84337, -0.99553, 4.79857], [0.18802, -1.17724, 0.89707], [-4.08155, -1.90386, -2.59471], [4.93696, -1.57621, 0.74022], [-1.90328, 4.71850, 2.46838], [0.85246, -4.02958, -1.05467], [3.66464, -7.27429, -3.60804], [6.70229, 3.26797, 3.85532], [-5.47623, 1.76809, -1.90435], [3.66890, -2.59979, -5.40712], [2.77618, 1.84030, 0.17409], [1.55565, -7.29900, -2.62471], [4.14653, -4.28637, -0.14304], [-2.70695, 3.13146, -5.25777], [4.01428, -4.45373, 4.50758], [-2.50866, 4.35277, -1.56454], [-2.11266, -3.24859, 0.91180], [-5.45829, -4.19486, 1.99057], [2.85812, -3.87111, -8.09659], [2.24787, -3.35067, -1.42108], [-0.35646, 3.29223, -4.00428], [6.34645, 0.16056, -3.00293], [3.10660, -1.00022, -1.17518], [0.31273, 7.08423, -1.47778], [1.67316, 3.26950, -2.69748], [-1.84338, -0.79762, -2.11476], [-6.05769, -2.34525, -1.53370], [3.62484, -7.63330, -0.83228], [1.58190, 7.13921, -0.16818], [-3.99138, 3.54983, 3.24278], [7.96668, 2.01693, 3.38184], [-4.04684, -2.56111, 3.08009], [4.43795, -1.43957, 2.38637], [-2.02862, 5.99273, -2.17164], [-3.94207, 4.23605, -4.72124], [-1.42683, 1.01062, 6.46133], [-0.32828, -2.64128, -3.73884], [2.98621, -0.34644, -2.94608], [-2.81988, 1.07526, 3.69606], [-4.40571, -2.99029, -5.21079], [1.54615, 0.34345, 4.59662], [-4.30325, -0.01736, 6.18785], [-5.34843, -1.55485, 1.49554], [2.20553, 0.22744, 6.23316], [1.59532, 5.66473, -3.14425], [0.36655, 8.54266, -0.44731], [-1.91400, -3.49038, 2.52495], [0.13626, -3.66299, 1.65006], [-4.33152, -0.62267, -5.32509], [-5.07904, -6.24519, 0.67041], [-7.48183, 2.67697, -0.73515], [-4.66678, 5.22521, -0.59280], [2.11641, 6.28909, 4.70967], [6.08902, 0.69503, 1.02141], [-2.59956, -1.65309, 6.10404], [-0.39172, -0.11300, 2.99381], [-7.97046, -0.29341, -0.21689], [7.06056, -0.26006, -4.57272], [-3.57703, 2.81207, -0.61371], [3.23036, -4.29372, -5.50298], [3.63132, 2.33226, 1.57805], [4.77769, -6.30746, -0.37907], [2.50195, -2.78825, 1.17039], [-3.68377, 2.86499, -3.67442], [-4.39256, 0.29825, 3.78452], [1.05587, 5.52523, 7.07074], [3.96968, -0.21076, 1.11939], [-1.86463, 5.14182, -4.34212], [-4.17174, -6.02983, -0.80791], [-1.33436, 4.06149, 0.15538], [-5.47180, 3.67065, 4.19855], [5.77613, 1.94954, -4.72359], [-0.45708, 4.00505, 3.03520], [4.18058, 0.30163, -1.73558], [4.26184, 3.44772, 5.65215], [-4.29810, -0.11172, -2.86865]], "total_energy_ev": -229141.4946, "homo_lumo_gap_ev": 9.23, "homo_energy_ha": -0.32975}

***

No. 2
{"formula": "C8H14N5OPS", "method": "the ωB97M-V functional and the def2-TZVPD basis", "symbols": ["S", "P", "O", "N", "N", "N", "N", "N", "C", "C", "C", "C", "C", "C", "C", "C", "H", "H", "H", "H", "H", "H", "H", "H", "H", "H", "H", "H", "H", "H"], "coordinates": [[2.12405, -1.82991, -1.16915], [-0.86758, 0.15778, -0.01592], [-1.18926, 1.50886, 0.30455], [-0.91829, -0.17490, -1.73191], [-2.02930, -0.97621, 0.67144], [0.71927, -0.22706, 0.55666], [3.42869, 0.27650, -1.58491], [2.44810, 0.64516, -0.66455], [1.02560, 0.38582, 1.92399], [2.24543, -0.30552, 2.53935], [-2.65053, -0.62096, 1.88613], [-3.32571, -0.30509, 0.49933], [-1.85335, 0.67072, -2.37002], [-0.36559, 0.90440, -2.56967], [3.32650, -0.92085, -1.96948], [1.67223, -0.33039, -0.41841], [-2.42340, 1.56626, -2.06879], [2.99811, -0.42456, 1.70556], [-3.33901, 0.66302, 0.04977], [-2.12127, -0.06301, 2.59511], [4.11490, -1.32246, -2.62438], [0.27597, 0.47326, -3.41570], [0.17142, 0.23165, 2.64791], [0.04181, 1.68372, -1.97642], [2.08110, -1.35771, 2.88406], [-4.11553, -0.93376, 0.21343], [1.27557, 1.43446, 1.87171], [2.60122, 0.38510, 3.35273], [-3.09120, -1.53602, 2.26864], [-2.25997, 0.34172, -3.39106]], "total_energy_ev": -38142.1731, "homo_lumo_gap_ev": 10.02, "smiles": "CCN(c1nncs1)P(=O)(N1CC1)N1CC1", "homo_energy_ha": -0.34571}